C36H25AsCl2N4O3Yb as an isolated structure at a distorted geometry. Source: the OMol25 dataset; level of theory: wB97M-V/def2-TZVPD.

```
72
Properties=species:S:1:pos:R:3:forces:R:3:lowdin_spin:R:1
Yb 0.293 0.286 -2.105 0.8 0.9 0.2 1.002
Cl -3.435 -5.583 -1.790 0.0 0.0 0.0 0.000
C -3.029 -3.916 -1.995 0.1 -0.1 0.0 0.000
C -1.692 -3.583 -2.193 -0.1 0.0 0.0 0.000
C -1.313 -2.260 -2.358 0.0 -0.1 0.0 0.000
N 0.028 -1.827 -2.546 -0.1 -0.2 0.1 -0.001
C 1.109 -2.616 -2.370 0.0 -0.1 -0.1 0.000
O 1.170 -3.800 -2.072 0.0 0.0 0.0 0.000
C 2.447 -1.877 -2.542 -0.1 -0.2 0.0 0.000
C 3.617 -2.619 -2.571 0.0 0.1 0.0 0.000
C 4.822 -1.958 -2.735 0.0 -0.1 0.0 0.000
C 4.832 -0.576 -2.843 -0.1 0.1 0.0 0.000
C 3.627 0.095 -2.786 0.1 -0.1 0.0 0.000
N 2.456 -0.539 -2.645 -0.1 0.0 -0.1 -0.001
C -2.306 -1.242 -2.320 -0.1 0.0 0.0 0.000
C -3.633 -1.593 -2.119 0.0 -0.1 0.0 0.000
C -3.993 -2.928 -1.960 -0.1 0.1 0.0 0.000
Cl -5.661 -3.302 -1.710 0.0 0.0 0.0 0.000
N -1.845 0.093 -2.470 -0.1 -0.1 0.0 -0.001
C -2.611 1.188 -2.308 -0.1 0.2 0.0 0.000
O -3.799 1.276 -2.029 0.0 0.0 0.0 0.001
C -1.838 2.508 -2.462 -0.2 -0.2 -0.1 0.000
C -2.546 3.699 -2.474 0.1 0.0 0.0 0.000
C -1.851 4.888 -2.612 0.0 0.0 0.0 0.000
C -0.467 4.861 -2.717 0.0 -0.1 0.0 0.000
C 0.168 3.635 -2.681 -0.1 0.1 0.0 0.000
N -0.499 2.480 -2.565 -0.1 0.0 -0.1 -0.001
H -0.953 -4.365 -2.218 0.0 0.0 0.0 0.000
H 3.545 -3.692 -2.470 0.0 0.0 0.0 0.000
H 5.748 -2.516 -2.776 0.0 0.0 0.0 0.000
H 5.752 -0.024 -2.969 0.0 0.0 0.0 0.000
H 3.593 1.177 -2.855 0.0 0.0 0.0 0.000
H -4.395 -0.833 -2.085 0.0 0.0 0.0 0.000
H -3.621 3.656 -2.378 0.0 0.0 0.0 0.000
H -2.382 5.830 -2.638 0.0 0.0 0.0 0.000
H 0.111 5.767 -2.825 0.0 0.0 0.0 0.000
H 1.248 3.573 -2.750 0.0 0.0 0.0 0.000
O 0.551 0.456 -0.062 0.2 0.0 0.4 0.000
As 0.377 0.290 1.623 -0.2 0.0 -0.6 0.000
C 0.449 -1.560 2.032 0.0 -0.1 0.1 0.000
C 0.423 -1.970 3.363 0.0 -0.1 0.0 0.000
C 0.422 -3.326 3.652 0.0 0.0 0.0 0.000
C 0.444 -4.257 2.621 0.0 -0.1 0.0 0.000
C 0.465 -3.844 1.298 0.0 0.1 0.0 0.000
C 0.465 -2.488 1.000 0.0 -0.1 0.0 0.000
C -1.313 1.042 2.037 -0.1 0.0 0.1 0.000
C -1.567 1.551 3.307 -0.1 0.1 0.0 0.000
C -2.828 2.055 3.592 0.0 0.0 0.0 0.000
C -3.816 2.048 2.618 0.0 0.0 0.0 0.000
C -3.561 1.534 1.354 0.0 0.0 0.0 0.000
C -2.307 1.020 1.062 0.0 0.0 0.0 0.000
C 1.743 1.234 2.527 0.2 0.1 0.1 0.000
C 2.779 0.533 3.137 0.1 0.0 0.0 0.000
C 3.785 1.232 3.789 0.0 0.0 0.0 0.000
C 3.751 2.618 3.827 0.0 0.0 0.0 0.000
C 2.720 3.316 3.211 0.0 0.0 0.0 0.000
C 1.709 2.627 2.561 0.0 0.0 0.0 0.000
H 0.398 -1.251 4.175 0.0 0.0 0.0 0.000
H 0.398 -3.657 4.681 0.0 0.0 0.0 0.000
H 0.440 -5.314 2.853 0.0 0.0 0.0 0.000
H 0.478 -4.560 0.487 0.0 0.0 0.0 0.000
H 0.459 -2.173 -0.033 0.0 0.0 0.0 0.000
H -0.794 1.579 4.067 0.0 0.0 0.0 0.000
H -3.038 2.458 4.574 0.0 0.0 0.0 0.000
H -4.796 2.446 2.846 0.0 0.0 0.0 0.000
H -4.324 1.526 0.587 0.0 0.0 0.0 0.000
H -2.122 0.597 0.082 0.0 0.0 0.1 0.000
H 2.806 -0.549 3.111 0.0 0.0 0.0 0.000
H 4.589 0.694 4.271 0.0 0.0 0.0 0.000
H 4.531 3.161 4.344 0.0 0.0 0.0 0.000
H 2.697 4.396 3.247 0.0 0.0 0.0 0.000
H 0.895 3.174 2.100 0.0 0.0 0.0 0.000
```
Positions in Å, forces in eV/Å.

Summary:
- Charge: +1
- HOMO level (alpha / beta): -9.86 / -9.86 eV
- ⟨S²⟩: 0.751
- Calculated total energy: -167253.2229 eV
- 2S+1: 2
- LUMO energy (alpha / beta): -2.76 / -2.76 eV